[1]
# C17H20N2O5

An isolated molecule of C17H20N2O5 at a distorted geometry (wB97M-V/def2-TZVPD, the Open Molecules 2025 dataset).

Summary:
- HOMO level: -0.30167 hartree
- LUMO level: 0.48 eV
- Energy above the lowest of the compared OMol25 structures with the same formula, charge and spin: 104.01 kcal per mole
- Kohn-Sham gap: 8.7 eV
- Structure (SMILES): CCN(CC)C(=O)COCc1cc(-c2ccc3c(c2)OCO3)on1

Geometry as XYZ:
```
44
Properties=species:S:1:pos:R:3:forces:R:3
H -1.793541 -2.470431 1.091666 0.06 -0.09 -0.21
C 0.934991 -1.877438 0.094669 0.30 0.69 -0.32
O 6.889467 0.776059 -0.136176 -0.33 0.27 -0.26
C 1.574281 -0.779566 -0.425275 -0.77 -0.91 0.39
O 6.286057 -1.152869 0.968472 -0.47 -0.17 0.00
C 7.359072 -0.286714 0.666844 1.21 -0.16 0.40
C -2.447852 1.754222 2.294818 -0.23 -0.07 -0.13
C -3.307269 -1.412091 -0.938532 -0.04 -0.07 -0.17
H -4.338125 2.289000 1.377390 -0.01 -0.05 -0.02
C 2.952619 -0.335335 -0.373345 0.31 0.44 -0.21
N -0.546357 -0.635205 -1.023618 -1.07 -0.42 -0.04
H 2.576022 1.382426 -1.579857 -0.05 0.06 -0.05
C -3.521902 -0.663715 0.375933 0.09 0.06 -0.21
C -0.412671 -1.731714 -0.321385 0.52 0.37 -0.23
H -2.384195 1.098789 -1.374109 -0.02 0.11 0.09
H -4.741964 0.697073 -2.149935 -0.05 -0.11 -0.08
H -5.291534 2.061530 -1.178110 -0.11 0.04 0.03
C -4.449060 1.656642 -1.734303 0.25 0.08 0.19
C -3.232875 1.508188 -0.821397 -0.11 -0.02 -0.49
H -1.823558 2.382046 1.662384 0.09 0.08 -0.03
H -2.939092 2.495151 -0.456767 0.08 -0.10 -0.01
H 8.140441 -0.841435 0.123552 -0.25 0.12 0.07
C 4.637040 1.294436 -1.019959 0.46 -0.07 0.16
H 4.925655 2.195032 -1.534624 0.03 0.12 -0.07
H -2.748608 -0.811626 -1.660301 -0.23 -0.05 0.10
O -3.704708 -1.271385 1.417696 -0.04 -0.35 0.19
C -1.519154 -2.670005 0.042956 -0.19 -0.17 0.29
H -4.289723 -1.663778 -1.350784 0.06 0.16 0.05
H 7.782392 0.116417 1.600503 -0.18 -0.06 -0.21
O -2.662774 -2.659503 -0.772366 -0.02 0.11 -0.01
C 3.899139 -1.086112 0.344013 0.22 0.12 -0.02
H -4.336230 0.727129 2.230067 0.00 0.19 -0.10
H -4.215725 2.333447 -2.551978 -0.03 0.06 -0.14
C 5.186414 -0.619128 0.354559 0.00 0.47 -0.31
H 1.341718 -2.673912 0.679544 0.17 -0.17 0.14
O 0.671877 -0.039563 -1.097061 0.90 0.10 0.15
C 3.327339 0.830822 -1.037801 -0.24 -0.26 0.11
H -1.144799 -3.696401 -0.017907 0.05 0.16 0.04
H 3.630854 -1.988291 0.864591 -0.04 -0.16 0.09
C -3.751727 1.391370 1.589885 0.02 -0.08 0.33
N -3.509632 0.688355 0.340417 -0.06 0.15 0.17
H -1.898014 0.847771 2.533792 0.07 -0.08 0.04
C 5.555083 0.552253 -0.315561 -0.36 -0.42 0.19
H -2.659393 2.288052 3.217380 0.03 0.09 0.12
```
Forces are in eV/Å.

[2]
# C17H31Al2BrF14Li2N3O9S

A structure of composition C17H31Al2BrF14Li2N3O9S at a distorted geometry (wB97M-V/def2-TZVPD, the Open Molecules 2025 dataset).

Summary:
- Total charge: +3
- HOMO level: -0.57949 hartree
- LUMO level: -14.43 eV
- Kohn-Sham gap: 1.3 eV

Geometry as XYZ:
```
80
Properties=species:S:1:pos:R:3:forces:R:3
H 3.833538 5.725475 1.590591 -0.09 0.11 -0.01
H 4.256694 6.795123 -0.860930 -0.01 -0.04 0.15
H -6.527069 0.522590 -3.276953 0.12 0.17 0.23
C -1.732262 -9.245607 0.985086 0.10 -0.68 -0.26
H 6.869091 3.307239 0.930342 -0.03 0.16 -0.05
N -4.065443 -3.096705 -1.739680 3.18 -1.56 4.10
F -1.205923 2.924941 -3.994324 -0.30 0.06 0.25
F 3.133660 -0.436336 2.802460 -0.15 0.36 -0.20
Al -3.173738 -3.736579 -4.013846 0.03 -0.27 -2.85
H -3.723008 -2.257220 -1.205993 0.09 -0.67 0.28
N 6.492231 6.567749 0.672246 1.26 -2.42 -0.06
Br 1.532129 2.065076 0.692355 0.04 -0.23 0.16
H -0.520163 -1.104032 0.131040 0.21 0.18 0.28
C 0.749924 0.315879 1.090336 -1.02 0.63 -2.21
O 1.190239 -0.430819 1.860748 0.96 -1.00 1.82
C 7.846591 6.545329 1.151405 -1.09 2.14 0.11
H -5.402040 -0.055266 -4.515969 -0.01 0.04 -0.04
F -2.656725 -8.335381 2.972855 -0.16 -0.01 -0.19
F -2.232828 -10.446561 1.317534 0.02 0.04 0.23
H 7.844268 7.030065 2.129637 0.16 -0.24 0.12
C -0.557872 -0.026055 0.337390 -0.14 -0.68 -0.44
C 8.535469 5.140727 1.320218 0.99 -1.41 0.45
O -1.907714 -5.892350 2.053435 -0.51 -0.48 -0.34
H -0.355910 -6.784895 2.942567 -0.20 -0.04 0.11
O 7.992772 4.365467 2.324468 -0.22 0.42 -0.57
Al -2.800168 3.591548 -4.005274 -0.28 0.70 -0.27
C 3.313468 5.223726 0.773615 -0.02 0.02 0.08
F -1.554863 2.694640 1.949893 0.36 -1.33 -0.24
H -4.756256 0.631105 -3.021110 -0.07 0.37 0.14
H -5.020325 -0.758396 -0.801212 -0.40 0.24 -0.06
F -4.662268 -5.496333 -0.217570 0.21 0.24 -0.01
F -3.902160 2.356793 -3.520870 0.50 0.11 -0.07
F -4.368246 -7.050120 1.296607 0.07 -0.18 -0.20
H 8.587991 4.586097 0.375488 -0.45 0.21 -0.18
H 2.814662 4.348439 1.181259 0.14 -0.05 0.05
C -2.728998 -0.933330 1.222811 -2.44 -2.21 -0.18
H 9.567275 5.338139 1.620071 -0.10 0.42 0.10
F -0.621987 -9.071376 3.013985 0.30 -0.05 -0.29
H -3.272402 -3.578488 -2.183312 -0.04 0.05 2.19
H 2.557271 5.892903 0.354268 0.09 0.11 0.05
O -2.567285 -1.795339 2.043309 1.72 0.02 1.57
F -2.882338 4.872860 -2.868166 0.26 -0.70 -0.35
H 5.944680 4.213681 2.189983 -0.06 0.05 0.00
C 6.292267 6.041082 -0.673567 -0.70 0.66 -0.19
H -4.537405 -3.752364 -1.078705 0.77 0.09 -0.22
H -5.788697 -2.358177 -0.941624 -0.74 0.65 0.35
C 6.851156 3.624656 1.975123 0.21 -0.46 0.10
C -2.568015 -5.561666 0.908270 1.38 -0.35 0.47
H 8.467375 7.159973 0.494224 0.21 -0.35 -0.14
H -4.516795 -5.153345 1.775886 0.11 0.21 -0.14
C -5.799964 -1.328649 -1.308284 -0.40 -0.50 -0.65
O -2.252854 2.071510 -0.344417 2.20 0.76 -1.22
N -1.707092 0.183462 1.241542 1.65 2.20 0.47
C -4.075586 -5.793274 1.008664 -0.51 -0.02 0.44
C -5.564699 -1.318734 -2.800821 -2.11 4.31 0.62
H 5.912730 6.042786 1.324790 -0.42 0.62 0.20
H -0.646643 0.481257 -0.630725 -0.03 0.28 0.41
F -2.375033 -4.225508 0.703559 -0.29 0.09 -0.29
H 6.780189 5.062502 -0.787073 0.13 0.02 0.03
F -2.616287 -8.672462 0.131088 0.06 0.24 0.11
C -0.963480 -6.980142 2.060414 0.57 0.27 0.25
C -1.520609 -8.407007 2.249686 -0.48 0.48 0.40
O 4.238670 4.777386 -0.239198 -0.83 0.13 -0.53
C -5.565923 0.034501 -3.444664 -0.06 -1.38 -0.42
H -4.750407 -2.779809 -2.458014 -0.80 -1.06 -0.66
C 4.812927 5.865720 -0.999958 0.36 -0.12 -0.16
F -3.193758 4.158478 -5.566372 0.28 -0.45 0.81
H -0.269999 -6.916323 1.222816 -0.23 -0.10 -0.19
H -6.774564 -0.897311 -1.084630 0.01 0.21 -0.11
Li 2.706505 3.963934 -1.827925 0.10 0.03 0.16
O -5.386392 -2.364284 -3.415638 -0.39 -0.39 -2.87
S -2.385442 1.695613 0.994748 -3.09 0.62 -1.75
H -0.786965 -9.405946 0.458118 0.04 0.13 0.05
H 6.735069 6.731055 -1.395817 0.10 -0.06 0.00
O -3.639256 -0.919340 0.379893 1.15 1.08 -1.21
H 6.820430 2.739170 2.610960 -0.04 0.10 0.14
F -2.009826 -6.183204 -0.157039 -0.47 0.25 -0.33
H 4.735837 5.589509 -2.055993 0.15 0.12 -0.02
O -3.709989 1.711000 1.433850 -0.50 -0.38 2.28
Li -0.811440 0.559546 3.136041 -0.39 -0.48 0.40
```
Forces are in eV/Å.

[3]
# C5H8N2

An isolated molecule of C5H8N2 at a distorted geometry (wB97M-V/def2-TZVPD, the Open Molecules 2025 dataset).

Summary:
- HOMO level: -0.33598 hartree
- LUMO level: 0.82 eV
- Energy above the lowest of the compared OMol25 structures with the same formula, charge and spin: 64.92 kcal per mole
- Kohn-Sham gap: 10.0 eV
- Structure (SMILES): C[C@H]1CN1CC#N

Geometry as XYZ:
```
15
Properties=species:S:1:pos:R:3:forces:R:3
H -0.794503 -1.812685 -0.754370 0.04 0.52 0.20
N 2.155337 -1.514266 1.603566 -0.41 0.81 -0.80
C 1.550381 0.117170 -0.381252 0.19 -0.09 -0.11
C -1.389569 -1.135931 -0.112528 -0.02 0.36 0.22
H 1.630871 -0.457280 -1.306987 0.26 -0.09 0.11
H -1.642076 0.719713 -1.249810 0.20 -0.06 -0.36
H 2.308481 0.907428 -0.403752 0.10 -0.26 0.03
H -1.212941 -1.453736 0.918080 0.01 0.20 -0.04
H -0.578565 1.401028 1.525984 0.60 -0.51 0.16
C -0.437961 1.564852 0.462215 -0.45 -0.30 0.14
H -0.306318 2.647889 0.230904 -1.12 -0.72 -0.07
C -1.037815 0.340248 -0.433798 -0.15 0.43 -0.05
N 0.296292 0.762841 -0.421903 0.34 0.20 -0.48
H -2.424671 -1.376190 -0.384216 0.11 0.35 0.26
C 1.859852 -0.783655 0.755657 0.28 -0.82 0.80
```
Forces are in eV/Å.

> Which of these has the lowest HOMO level?

C17H31Al2BrF14Li2N3O9S

> Which formula does entry 3 have?

C5H8N2